Record 1
Here is an isolated molecule of C6H9N from the OMol25 dataset. Energies are from the ωB97M-V functional and the def2-TZVPD basis.

The geometry in XYZ format:
```
16
Properties=species:S:1:pos:R:3
C -0.2218 -0.3669 -2.6166
C -0.1809 -0.2004 -1.1281
C -1.0338 0.3973 -0.2531
C -0.4147 0.0858 1.1028
C -0.3853 1.1902 2.1657
C 0.8814 -0.6093 0.8429
N 0.9563 -0.7742 -0.4394
H -0.3038 -1.4190 -2.9240
H -1.1114 0.1533 -2.9767
H 0.6524 0.0629 -3.1255
H -1.0679 -0.7350 1.4605
H 0.5517 1.7535 2.1341
H -0.5078 0.8008 3.1808
H -1.1995 1.8866 1.9584
H 1.6576 -0.9686 1.5115
H 1.7276 -1.2569 -0.8933
```

The HOMO energy comes out at -0.2679 Ha. As for the net charge: 0. As for the orbital gap: 7.70 eV. As for the calculated total energy: -7854.6589 eV.

Löwdin population analysis, charges in e, atoms 1 to 4: -0.08, -0.38, -0.01, -0.41

---

Record 2
Here is a structure of composition C37H33AsN8O6PRb from the OMol25 dataset. Energies are from the ωB97M-V functional and the def2-TZVPD basis.

The geometry in XYZ format:
```
87
Properties=species:S:1:pos:R:3
Rb -0.0880 1.7194 0.8683
C -5.5035 5.3451 -0.0306
N -4.5028 4.6630 0.7576
C -4.4609 4.6316 2.1171
C -3.3786 3.8696 2.4460
N -2.7574 3.4330 1.3202
C -3.4510 3.9224 0.3165
P -3.2132 3.6689 -1.4606
C -3.2949 1.8502 -1.5536
N -2.9301 0.9846 -0.6244
C -3.3194 -0.2324 -1.0889
C -3.9197 -0.1067 -2.3057
N -3.9109 1.2280 -2.5969
C -4.4129 1.8092 -3.8189
C -1.4382 4.0287 -1.6633
N -0.5366 3.9390 -0.7109
C 0.6547 4.2870 -1.2804
C 0.4629 4.5866 -2.5957
N -0.8753 4.4275 -2.8344
C -1.5281 4.7021 -4.0926
H -6.1287 5.9203 0.6499
H -6.1259 4.6282 -0.5690
H -5.0310 6.0251 -0.7412
H -5.1897 5.1464 2.7088
H -3.0179 3.6225 3.4252
H -3.1605 -1.1427 -0.5377
H -4.3319 -0.8291 -2.9830
H -5.3597 1.3333 -4.0756
H -3.7025 1.6696 -4.6345
H -4.5902 2.8731 -3.6634
H 1.5757 4.2702 -0.7250
H 1.1342 4.8854 -3.3758
H -1.5042 5.7724 -4.3080
H -2.5677 4.3781 -4.0346
H -1.0273 4.1538 -4.8908
O 3.1245 1.8441 0.4737
C 2.9669 0.8878 1.2489
O 1.8741 0.4901 1.7269
C 4.2149 0.1051 1.6413
C 4.1342 -0.9633 2.5225
C 5.2814 -1.6768 2.8099
C 6.5187 -1.3966 2.2707
C 6.5513 -0.3112 1.4109
C 5.4471 0.4493 1.0863
N 7.8544 0.0344 0.7984
O 7.8875 0.9982 0.0727
O 8.7898 -0.6904 1.0487
N 5.1716 -2.8348 3.7286
O 4.0743 -3.1017 4.1613
O 6.1735 -3.4839 3.9266
H 3.1927 -1.2450 2.9516
H 7.3952 -1.9776 2.5058
H 5.5082 1.2818 0.4033
C -1.7721 -4.6449 -2.9816
C -1.4456 -3.3538 -3.3640
C -0.9834 -2.4488 -2.4199
C -0.8361 -2.8191 -1.0896
C -1.1498 -4.1218 -0.7191
C -1.6223 -5.0243 -1.6565
As -0.0237 -1.4753 0.0859
C -0.7058 -2.0643 1.8134
C -2.0002 -2.5696 1.9121
C -2.5374 -2.8897 3.1514
C -1.7820 -2.7000 4.2988
C -0.5011 -2.1845 4.2019
C 0.0348 -1.8566 2.9668
C 1.7492 -2.2849 0.1328
C 2.7305 -1.7302 -0.6780
C 3.9696 -2.3512 -0.7992
C 4.2290 -3.5227 -0.1101
C 3.2569 -4.0688 0.7173
C 2.0207 -3.4518 0.8396
H -2.1345 -5.3539 -3.7099
H -1.5457 -3.0494 -4.3960
H -0.7400 -1.4378 -2.7364
H -1.0258 -4.4412 0.3093
H -1.8646 -6.0329 -1.3523
H -2.5962 -2.7467 1.0210
H -3.5410 -3.2878 3.2094
H -2.1957 -2.9481 5.2657
H 0.0899 -2.0327 5.0953
H 1.0035 -1.3983 2.8905
H 2.5483 -0.8028 -1.2142
H 4.7272 -1.9095 -1.4320
H 5.1921 -4.0061 -0.2053
H 3.4606 -4.9764 1.2710
H 1.2616 -3.8869 1.4798
```

The HOMO energy comes out at -0.3067 Ha. As for the net charge: 0. As for the orbital gap: 8.27 eV. As for the calculated total energy: -133889.2514 eV.

Löwdin population analysis, charges in e, atoms 1 to 4: 0.85, -0.04, -0.14, -0.06

---

Record 3
Here is a structure of composition C6H8Br3O3S from the OMol25 dataset. Energies are from the ωB97M-V functional and the def2-TZVPD basis.

The geometry in XYZ format:
```
21
Properties=species:S:1:pos:R:3
C 1.7841 -0.4533 0.1332
C 1.6940 0.8713 -0.5980
C 0.5600 -0.6752 1.0085
C 0.5431 0.7684 -1.5613
C -0.7648 -0.6041 0.1276
C -0.7325 0.6709 -0.7145
O -3.3344 -0.0424 0.6541
O -2.3217 -1.8511 1.8831
O -1.6559 0.3720 2.4287
S -2.1853 -0.5237 1.3714
Br -1.0766 -2.2286 -0.9535
Br -2.3285 0.5594 -1.9873
Br -0.8894 2.2700 0.2170
H 1.9196 -1.4117 -0.4586
H 2.5763 -0.5074 0.7580
H 1.4359 1.5996 0.1063
H 2.6565 1.0170 -1.0576
H 0.5593 -1.5778 1.5686
H 0.3215 0.2235 1.6493
H 0.4301 1.5311 -2.2992
H 0.8089 -0.0082 -2.2757
```

The HOMO energy comes out at -0.1948 Ha. As for the net charge: -1. As for the orbital gap: 8.26 eV. As for the calculated total energy: -233458.2245 eV.

Löwdin population analysis, charges in e, atoms 1 to 4: -0.21, -0.23, -0.21, -0.33

---

Record 4
Here is a cluster of 2 separate species, C21H32N4O9 in total from the OMol25 dataset. Energies are from the ωB97M-V functional and the def2-TZVPD basis.

The geometry in XYZ format:
```
66
Properties=species:S:1:pos:R:3
O -2.2585 -2.8779 4.3496
O 2.2805 1.6568 -0.4256
O -1.2132 4.9392 -0.5163
O 0.9828 -1.1929 -6.4199
O 1.2743 -0.9108 -0.0745
O 0.9744 -1.6818 6.9410
O -0.0896 -3.2819 0.8910
O -2.7294 -1.1745 2.1843
O -2.8553 -1.9856 -0.2842
C -1.0384 -2.9050 4.3924
C 1.3927 2.0499 0.3236
C -0.6597 4.4760 -1.5054
C -0.8442 -0.1758 -5.2506
C 1.4450 0.1217 -4.4666
C -1.3118 0.6130 -4.1818
C 0.9738 0.9172 -3.4064
C 0.5350 -0.4237 -5.3946
C -0.4073 1.1724 -3.2560
N -0.6274 5.1973 -2.6310
N -0.4844 -2.7987 5.6380
N -0.2720 -2.8437 3.2415
N 0.2990 2.6831 -0.0926
C 1.5061 1.8190 1.8128
C -0.0265 4.8173 -3.9107
C 0.7487 -1.9195 -0.9491
C 1.1638 -2.5653 3.3265
C 0.9142 -2.5056 5.7936
C -0.9512 -2.8612 1.9510
C 1.4651 -1.7527 4.5874
C -0.4742 -2.5942 -0.3132
C -1.4532 -1.4680 1.5798
C -1.5371 -1.5535 0.0676
C -0.9622 2.0307 -2.1235
C -0.0211 3.0729 -1.4732
H 1.9230 -1.3628 -6.3606
H 1.9066 -0.3149 -0.5302
H 0.7320 -2.1948 7.7298
H -2.7650 -1.6043 3.0744
H -3.4466 -1.6769 0.4343
H -1.5338 -0.6010 -5.9646
H 2.5027 -0.0645 -4.5709
H -2.3737 0.7878 -4.0730
H 1.6930 1.3215 -2.7145
H -1.0726 6.1007 -2.5666
H -1.1247 -2.4093 6.3186
H -0.3490 3.0025 0.6121
H 2.4714 1.3645 2.0305
H 0.7118 1.1484 2.1326
H 1.4197 2.7687 2.3369
H -0.4687 3.8892 -4.2781
H -0.2043 5.6017 -4.6483
H 1.0509 4.6821 -3.7976
H 1.5164 -2.6705 -1.1604
H 0.4515 -1.4651 -1.8994
H 1.7180 -3.5096 3.3444
H 1.5014 -1.9976 2.4529
H 1.4844 -3.4290 5.9458
H -1.8003 -3.5534 1.9887
H 2.5434 -1.6090 4.6973
H 0.9956 -0.7665 4.5155
H -0.8962 -3.3080 -1.0279
H -0.7136 -0.7167 1.8722
H -1.3310 -0.5806 -0.3833
H -1.3555 1.3692 -1.3544
H -1.8300 2.5587 -2.5218
H 0.9039 3.1454 -2.0396
```

The HOMO energy comes out at -0.3160 Ha. As for the net charge: 0. As for the orbital gap: 9.17 eV. Its structure (SMILES) is O=C1N[C@H](O)CCN1[C@@H]1O[C@H](CO)[C@@H](O)[C@H]1O.CNC(=O)[C@H](Cc1ccc(O)cc1)NC(C)=O. As for the calculated total energy: -46685.5751 eV.

Löwdin population analysis, charges in e, atoms 1 to 4: 0.04, 0.01, 0.05, 0.05

---

Record 5
Here is a structure of composition C3H5O3Tl from the OMol25 dataset. Energies are from the ωB97M-V functional and the def2-TZVPD basis.

The geometry in XYZ format:
```
12
Properties=species:S:1:pos:R:3
H 0.9615 2.0638 -3.4523
O 1.8432 0.5182 -2.5134
C 1.5672 1.1413 -3.5198
H 2.0740 0.9312 -4.4784
O -0.0433 0.1582 0.1059
Tl 2.4603 0.7032 -0.1701
O -0.2162 -0.6064 1.2402
C -1.4552 -0.5860 1.7951
C -1.6720 -1.3269 2.8878
H -2.1726 0.0377 1.2584
H -2.4181 -0.9917 3.6059
H -0.9289 -2.0425 3.2406
```

The HOMO energy (spin up / spin down) comes out at -0.5032 / -0.5067 Ha. As for the net charge: +1. The expectation value of S² is 0.776. Its multiplicity is 2. As for the orbital gap (spin up / spin down): 9.80 / 7.82 eV. As for the calculated total energy: -14016.1479 eV.

Löwdin population analysis, charges in e, atoms 1 to 4: 0.11, -0.25, -0.03, 0.11

---

Record 6
Here is an isolated molecule of C6H10O from the OMol25 dataset. Energies are from the ωB97M-V functional and the def2-TZVPD basis.

The geometry in XYZ format:
```
17
Properties=species:S:1:pos:R:3
O -1.4802 -1.5721 1.6976
C -2.5634 -1.6706 0.9470
C -0.5059 -1.2969 0.6098
C -0.1022 0.1406 0.6918
C 1.0571 0.4847 -0.2056
C 0.8215 0.8643 -1.6417
C 1.2238 1.9091 -0.6393
H -3.0144 -2.6400 1.2564
H 0.2450 -2.0299 0.8839
H -0.8628 -1.5718 -0.4039
H 0.1435 0.3214 1.7413
H -0.9777 0.7589 0.4466
H 1.9723 -0.0673 0.0044
H 1.5550 0.5605 -2.3833
H -0.2042 0.8732 -2.0028
H 2.2271 2.3191 -0.6891
H 0.4654 2.6169 -0.3131
```

The HOMO energy comes out at -0.2995 Ha. As for the net charge: 0. As for the orbital gap: 8.69 eV. As for the calculated total energy: -8426.6216 eV.

Löwdin population analysis, charges in e, atoms 1 to 4: -0.16, 0.05, -0.22, -0.17

---

ΔE to the lowest compared entry with this formula, charge and spin for every record listed, in sequence, given in eV: 3.501, 0.335, 0.314, 0.665, 2.787, 4.619.
Largest force on an atom for every record listed, in sequence, given in eV/A: 0.54, 1.41, 3.59, 1.55, 2.40, 1.71.